(1)
Formula: C3H6ClNO2
Source: the OMol25 dataset
Level of theory: ωB97M-V with the def2-TZVPD basis set

Element x y z (Å)
O  -0.875  -2.577  -0.184
C  -0.759  -1.542  -1.026
N  -0.539  -0.295  -0.301
C  0.475  0.375  -0.109
O  1.637  0.597  -0.638
C  0.280  1.654  1.211
Cl  0.694  3.203  0.503
H  -1.584  -2.497  0.479
H  0.082  -1.781  -1.785
H  -1.720  -1.289  -1.441
H  2.114  1.244  -0.166
H  -0.824  1.538  1.563
H  1.016  1.370  1.893

ΔE to the lowest compared entry with this formula, charge and spin: 60.1 kcal per mole
2S+1: 1
SMILES: OC/N=C(\O)CCl

(2)
Formula: C4H9N
Source: the OMol25 dataset
Level of theory: ωB97M-V with the def2-TZVPD basis set

Element x y z (Å)
C  -0.857  -0.416  1.920
C  0.186  -0.906  1.266
C  0.682  -0.403  -0.058
N  -0.331  0.435  -0.741
C  0.208  0.964  -1.991
H  -1.103  -0.886  2.863
H  -1.628  0.211  1.480
H  0.745  -1.723  1.700
H  1.537  0.270  0.101
H  0.981  -1.269  -0.638
H  -0.451  1.204  -0.092
H  0.377  0.124  -2.667
H  -0.535  1.631  -2.428
H  1.146  1.509  -1.869

ΔE to the lowest compared entry with this formula, charge and spin: 23.6 kcal per mole
2S+1: 1
SMILES: C=CCNC

Number 1: total energy -783.2572 Ha, molecular weight 123.54 g/mol. Number 2: total energy -212.5135 Ha, molecular weight 71.12 g/mol.